Entry from OMol25: one molecule with the formula C20H25BrN2O3 (ωB97M-V with the def2-TZVPD basis set).

Structure (XYZ):
```
51
Properties=species:S:1:pos:R:3:nbo_charge:R:1
C 4.71127 0.89574 -0.12652 -0.61
C 3.99748 -0.03104 -1.10115 -0.40
C 2.91487 -0.85065 -0.40518 -0.22
N 2.40022 -1.86218 -1.30678 -0.61
C 1.43322 -2.77298 -0.72112 -0.24
C 0.16770 -2.08739 -0.26663 -0.07
C 0.03099 -1.68214 1.05594 -0.29
C -1.05407 -0.94388 1.51211 0.32
O -1.21012 -0.55073 2.80133 -0.53
C -0.11812 -0.64443 3.70035 -0.06
C -0.50926 0.10797 4.96186 -0.63
C -2.05123 -0.57424 0.58814 0.23
O -3.14799 0.20729 0.85302 -0.50
C -3.09611 1.15303 1.90364 -0.16
C -1.83508 2.02496 1.89953 0.67
O -1.40679 2.53077 2.91207 -0.61
N -1.29426 2.14910 0.66111 -0.63
C -0.04610 2.65732 0.28363 0.23
C 0.35957 2.45204 -1.03362 -0.27
C 1.58206 2.92740 -1.46624 -0.19
C 2.41417 3.60556 -0.59048 -0.24
C 2.01540 3.79899 0.72135 -0.20
C 0.79142 3.33117 1.16553 -0.26
C -1.93782 -0.99887 -0.72856 -0.27
C -0.84650 -1.73798 -1.14503 -0.07
Br -0.75701 -2.21784 -2.99001 0.04
H 5.21023 0.32105 0.65059 0.20
H 5.45836 1.49079 -0.64573 0.21
H 3.99986 1.57026 0.34563 0.21
H 3.54174 0.55823 -1.89965 0.19
H 4.71208 -0.71831 -1.55627 0.21
H 2.13301 -0.16860 -0.02238 0.17
H 3.35109 -1.37361 0.45261 0.18
H 2.01069 -1.42455 -2.13661 0.36
H 1.91292 -3.26250 0.13111 0.20
H 1.20536 -3.53436 -1.47204 0.22
H 0.80618 -1.96559 1.74982 0.23
H 0.77361 -0.19005 3.24879 0.18
H 0.09211 -1.69898 3.92614 0.17
H 0.31705 0.09973 5.66634 0.21
H -0.75780 1.13501 4.70663 0.25
H -1.37575 -0.35916 5.42210 0.21
H -3.17793 0.67941 2.88632 0.22
H -3.97175 1.79208 1.74728 0.21
H -1.81598 1.72950 -0.09814 0.41
H -0.28888 1.91930 -1.71604 0.21
H 1.88457 2.76914 -2.49069 0.22
H 3.36766 3.97991 -0.93040 0.22
H 2.66140 4.32339 1.40974 0.22
H 0.47925 3.48445 2.18495 0.25
H -2.71654 -0.72350 -1.42313 0.24
```

charge = 0
calculated total energy = -3686.365400 hartree
relative energy (zero: lowest compared OMol25 entry of this formula, charge and spin) = 0.0 kJ/mol
HOMO-LUMO gap = 8.944 eV